Entry 1:
Molecular formula: C4H7NO4S2
Method: DFT, the ωB97M-V functional and the def2-TZVPD basis

Orbital gap (spin up / spin down): 7.4 / 6.8 eV

Geometry as XYZ:
```
18
Properties=species:S:1:pos:R:3:forces:R:3
C 1.733 0.906 0.397 -3.156 0.263 1.122
C 0.452 0.494 0.552 0.606 -1.090 -0.831
C -1.886 0.143 2.101 -0.224 -0.308 -0.818
C -0.627 -0.482 -2.570 -0.453 -2.437 -0.972
N 2.578 0.351 -0.605 0.342 -1.069 -0.116
O 2.192 -0.685 -1.186 0.973 1.664 0.115
O 3.660 0.882 -0.733 -0.101 -0.300 -0.487
O 0.575 0.585 3.159 0.321 -0.234 0.831
O -1.482 -2.145 -0.747 -1.484 -0.437 0.562
S -0.312 1.085 2.109 -0.715 -0.026 -0.861
S -0.228 -1.524 -1.081 1.138 1.823 -0.071
H 2.082 1.723 1.040 0.679 -0.527 -0.580
H -2.198 0.134 1.021 -0.350 0.652 1.122
H -2.601 0.507 2.890 0.733 0.165 -1.218
H -1.780 -0.921 2.280 0.716 -0.231 0.323
H 0.305 -0.105 -2.982 -0.003 -0.045 -0.091
H -1.299 0.319 -2.325 -0.350 0.218 0.179
H -1.162 -1.267 -3.321 1.326 1.919 1.791
```
Forces are in eV/Å.

Löwdin analysis output, partial charges in e:
1. C -0.14
2. C -0.20
3. C -0.26
4. C -0.26
5. N -0.38
6. O -0.08
7. O 0.10
8. O -0.51
9. O -0.52
10. S 0.83
11. S 0.96
12. H 0.13
13. H 0.05
14. H 0.07
15. H 0.05
16. H 0.03
17. H 0.03
18. H 0.11



Entry 2:
Molecular formula: C4H7NO5P
Method: DFT, the ωB97M-V functional and the def2-TZVPD basis

Orbital gap: 7.9 eV
Net charge: -1

Geometry as XYZ:
```
18
Properties=species:S:1:pos:R:3:forces:R:3
C 0.563 -0.050 -1.246 1.812 -0.885 2.207
C -0.409 -0.531 0.990 2.019 0.216 -1.966
C 0.344 -1.201 -0.249 0.139 1.537 0.867
C -0.167 0.976 0.638 -2.898 0.539 0.087
N -2.028 1.457 -0.079 3.150 -1.069 0.384
O -4.075 -0.276 0.263 0.639 0.445 -0.167
O -2.340 -0.622 -1.562 1.357 -1.374 -2.850
O 0.600 1.150 -0.418 1.071 -0.616 -1.380
O -1.719 -0.857 0.949 -0.785 -0.464 0.971
O 1.611 -1.522 0.299 -2.166 0.251 3.537
P -2.681 -0.104 -0.263 -1.943 1.212 3.863
H 1.544 -0.180 -1.741 -0.473 0.437 0.102
H -0.237 -0.090 -1.878 -2.081 0.691 -1.971
H 0.283 -0.784 1.898 -1.977 0.109 -1.032
H -0.228 -2.029 -0.695 0.290 0.152 0.375
H 0.214 1.634 1.437 -1.003 0.043 -0.244
H -2.532 2.023 0.570 -0.293 0.130 0.816
H 2.115 -1.750 -0.396 3.142 -1.355 -3.601
```
Forces are in eV/Å.

Löwdin analysis output, partial charges in e:
1. C -0.09
2. C -0.31
3. C -0.27
4. C -0.14
5. N -0.05
6. O -0.39
7. O -0.32
8. O -0.06
9. O -0.20
10. O -0.01
11. P 0.17
12. H 0.13
13. H 0.06
14. H 0.17
15. H 0.15
16. H 0.13
17. H -0.01
18. H 0.01



Entry 3:
Molecular formula: C4H7NOP
Method: DFT, the ωB97M-V functional and the def2-TZVPD basis

Orbital gap (spin up / spin down): 6.5 / 8.2 eV
Net charge: +1

Geometry as XYZ:
```
14
Properties=species:S:1:pos:R:3:forces:R:3
C 1.665 0.485 0.288 1.719 0.221 2.710
C -0.720 1.034 -0.143 -0.753 0.200 0.334
C 1.970 -1.007 0.189 0.226 1.253 -1.201
C 0.605 -1.133 -0.450 -1.500 -2.330 -0.870
N 0.319 0.298 -0.266 -1.540 1.037 -0.073
O 2.208 1.444 0.690 -0.434 0.174 -0.509
P -3.670 0.217 0.578 1.598 0.246 -1.011
H -0.660 2.151 0.069 0.324 -1.503 -0.138
H 2.797 -0.856 -0.523 0.024 -1.280 -0.062
H 2.158 -1.741 0.966 0.406 0.723 0.425
H 0.636 -1.416 -1.518 -0.303 0.292 0.489
H -0.109 -1.809 0.098 0.624 0.853 -0.553
H -3.623 1.584 0.748 -0.073 0.933 1.146
H -3.576 0.747 -0.726 -0.317 -0.819 -0.687
```
Forces are in eV/Å.

Löwdin analysis output, partial charges in e:
1. C -0.37
2. C 0.19
3. C -0.01
4. C -0.10
5. N -0.07
6. O 0.23
7. P 0.84
8. H 0.12
9. H 0.15
10. H 0.14
11. H 0.15
12. H 0.15
13. H -0.21
14. H -0.20



Entry 4:
Molecular formula: C4H7NOS
Method: DFT, the ωB97M-V functional and the def2-TZVPD basis

Orbital gap: 9.1 eV
SMILES: [H]/N=C\C=C/[S@H](=C)=O

Geometry as XYZ:
```
14
Properties=species:S:1:pos:R:3:forces:R:3
C -1.019 0.122 0.672 1.151 -2.033 2.584
C 0.885 -2.541 0.710 1.196 1.505 2.139
C -0.700 1.345 0.359 2.411 1.168 -3.758
C 0.191 1.838 -1.160 -0.949 0.606 1.333
N 1.238 2.355 -1.645 -1.245 -0.229 0.563
O 0.025 -1.119 -1.370 0.336 0.085 0.528
S -0.163 -1.436 0.042 -2.244 -0.603 -0.896
H -1.498 -0.117 1.678 -0.034 0.312 -1.604
H 1.819 -2.089 1.170 -0.620 -0.307 -1.294
H 0.379 -2.882 1.625 -0.371 -0.455 -0.415
H -1.288 2.176 0.672 -0.061 0.656 0.673
H -0.663 1.913 -1.822 -0.193 -0.687 -0.394
H 2.100 2.665 -1.213 -0.189 -0.849 0.847
H -1.307 -2.231 0.283 0.813 0.832 -0.307
```
Forces are in eV/Å.

Löwdin analysis output, partial charges in e:
1. C -0.26
2. C -0.31
3. C -0.06
4. C -0.16
5. N 0.08
6. O -0.42
7. S 0.73
8. H 0.10
9. H 0.02
10. H -0.01
11. H 0.07
12. H 0.08
13. H 0.05
14. H 0.07



Entry 5:
Molecular formula: C4H7NOS
Method: DFT, the ωB97M-V functional and the def2-TZVPD basis

Orbital gap: 8.0 eV

Geometry as XYZ:
```
14
Properties=species:S:1:pos:R:3:forces:R:3
C 0.441 0.428 0.414 1.325 -1.780 -1.667
C -1.363 -1.341 -1.099 2.531 -0.680 -2.867
C 1.631 -0.877 -1.214 2.969 -1.020 -4.110
C -0.135 1.383 1.328 0.026 -0.485 -2.488
N 1.152 -0.245 -0.249 -2.454 3.448 4.492
O -0.483 -0.634 -3.454 0.332 0.522 -0.494
S -0.314 -1.608 -2.373 -2.147 0.327 1.480
H -1.288 -2.181 -0.500 -0.352 -1.309 1.700
H -1.992 -0.525 -1.000 -1.161 1.243 0.129
H 2.207 -0.195 -1.902 -0.617 -1.204 0.397
H 1.874 -1.923 -1.147 0.443 0.041 0.361
H -1.129 1.340 1.035 -2.301 0.544 -0.274
H 0.203 2.362 1.142 0.774 1.152 0.016
H -0.142 1.086 2.292 0.630 -0.801 3.324
```
Forces are in eV/Å.

Löwdin analysis output, partial charges in e:
1. C 0.00
2. C -0.32
3. C -0.23
4. C -0.01
5. N -0.05
6. O -0.57
7. S 0.82
8. H -0.03
9. H -0.01
10. H 0.12
11. H 0.06
12. H 0.06
13. H 0.09
14. H 0.06



Entry 6:
Molecular formula: C4H7NOS
Method: DFT, the ωB97M-V functional and the def2-TZVPD basis

Orbital gap: 9.6 eV

Geometry as XYZ:
```
14
Properties=species:S:1:pos:R:3:forces:R:3
C -0.490 -1.101 0.437 0.711 -0.024 0.469
C 0.240 -0.113 -0.383 -1.163 1.232 1.073
C 0.545 0.333 1.051 -2.612 3.740 1.661
C -0.530 0.716 -1.351 -0.850 1.776 0.094
N -0.144 -0.779 1.641 -0.664 -1.376 -1.141
O -1.248 -2.081 0.020 -0.303 -0.635 -0.340
S 2.223 0.532 1.592 -0.382 1.609 -1.476
H 1.016 -0.463 -0.971 2.143 -1.282 -0.349
H -0.473 1.409 1.387 3.437 -2.240 -0.985
H -0.827 -0.032 -2.088 -0.572 0.583 -0.344
H 0.067 1.543 -1.849 -0.497 -1.160 0.597
H -1.384 1.224 -0.819 0.512 -0.651 -0.881
H -1.223 -2.669 0.772 -0.682 -0.917 0.474
H 2.228 1.481 0.561 0.923 -0.656 1.150
```
Forces are in eV/Å.

Löwdin analysis output, partial charges in e:
1. C -0.46
2. C -0.34
3. C -0.78
4. C -0.07
5. N 0.10
6. O 0.15
7. S 0.74
8. H 0.12
9. H 0.21
10. H 0.08
11. H 0.10
12. H 0.09
13. H 0.12
14. H -0.08



Relative energy (zero: lowest compared OMol25 entry of this formula, charge and spin) readings, ordered: 479.5; 169.4; 330.2; 724.0; 537.5; 334.5 kJ/mol